Record 1
# CH9NO3

3 unconnected molecules or ions with the total composition CH9NO3 in a non-equilibrium geometry (ωB97M-V with the def2-TZVPD basis set, the Open Molecules 2025 dataset).

Values from the calculation:
Frontier orbital gap ... 0.3782 Ha
HOMO energy ... -9.66 eV
2S+1 ... 1
SMILES ... NCO.O.O
Energy above the lowest of the compared OMol25 structures with the same formula, charge and spin ... 8.2 kcal per mole

Cartesian coordinates (Å):
N 1.328 1.343 0.136
C 1.466 0.780 -1.167
O 0.454 -0.237 -1.370
H 1.943 2.090 0.350
H 0.355 1.554 0.328
H 2.406 0.241 -1.300
H 1.336 1.453 -2.019
H 0.447 -0.658 -0.501
O -2.572 -0.514 -0.021
H -1.809 -0.361 -0.583
H -2.540 0.124 0.712
O -0.582 -1.984 1.666
H -0.834 -1.881 2.597
H -1.398 -1.949 1.172

Force components x, y, z for each atom (eV/Å):
-0.774 -0.998 0.230
-0.426 -1.074 -1.339
0.132 0.875 0.771
0.424 0.669 0.115
0.279 0.371 -0.057
0.407 0.478 0.308
-0.018 0.188 0.092
-0.094 -0.585 0.085
-0.396 -0.057 0.582
0.288 0.312 -0.127
0.174 -0.240 -0.565
0.526 0.019 0.674
0.114 -0.070 -0.452
-0.636 0.110 -0.317

Record 2
# C9H15NO3

C9H15NO3 in the gas phase in a non-equilibrium geometry (ωB97M-V with the def2-TZVPD basis set, the Open Molecules 2025 dataset).

Values from the calculation:
Frontier orbital gap (spin up / spin down) ... 0.2813 / 0.2814 Ha
HOMO energy (spin up / spin down) ... -8.14 / -8.14 eV
2S+1 ... 1
SMILES ... CC[C@@H]1CCCC(OC)=C1[N+](=O)[O-]
Energy above the lowest of the compared OMol25 structures with the same formula, charge and spin ... 199.2 kcal per mole

Cartesian coordinates (Å):
C 2.092 2.330 1.249
C 0.679 1.886 0.934
C 0.569 1.148 -0.362
C -0.797 1.326 -1.149
C -1.855 0.627 -0.351
C -1.680 -0.907 -0.609
C -0.396 -1.386 -0.075
O -0.118 -2.674 0.200
C -1.208 -3.524 0.186
C 0.882 -0.276 -0.371
N 2.148 -0.868 -0.180
O 2.215 -2.045 0.152
O 3.156 -0.113 -0.430
H 2.048 2.566 2.425
H 2.267 3.180 0.695
H 2.909 1.548 1.124
H 0.153 2.898 1.012
H 0.319 1.188 1.691
H 1.270 1.608 -1.139
H -0.771 1.118 -2.240
H -0.989 2.463 -1.136
H -2.785 0.973 -0.752
H -1.650 0.925 0.638
H -1.516 -1.118 -1.769
H -2.545 -1.520 -0.221
H -2.096 -3.130 0.814
H -0.846 -4.580 0.493
H -1.455 -3.644 -0.827

Force components x, y, z for each atom (eV/Å):
0.562 -2.561 4.225
-0.195 0.840 0.801
0.189 1.567 -4.637
1.024 2.768 0.699
0.355 -1.391 -2.666
-1.094 -0.339 -0.675
6.178 2.706 -1.364
0.108 3.123 0.265
-1.187 -2.385 1.706
-4.264 -5.873 2.233
1.156 1.727 -0.408
0.858 0.602 -0.196
-1.767 -1.758 0.479
0.489 -0.050 -2.568
0.924 1.897 -1.029
-1.190 1.050 -0.057
-0.251 -1.661 -0.480
-0.183 0.339 0.366
-0.284 -0.424 1.206
0.224 -0.518 0.782
0.123 -1.517 0.136
-0.980 -0.108 0.382
-0.520 -0.032 1.506
-0.853 0.425 2.153
0.803 0.798 -0.637
1.492 -0.999 -0.880
-0.612 1.973 0.046
-1.107 -0.197 -1.386

Record 3
# C64H126Cl6CsN2O21S8

A molecular structure, C64H126Cl6CsN2O21S8 in a non-equilibrium geometry (ωB97M-V with the def2-TZVPD basis set, the Open Molecules 2025 dataset).

Values from the calculation:
Frontier orbital gap (spin up / spin down) ... 0.3469 / 0.2949 Ha
HOMO energy (spin up / spin down) ... -12.77 / -12.77 eV
2S+1 ... 2
Net charge ... +2

Cartesian coordinates (Å):
Cs 27.664 -16.261 -8.750
C 26.403 -21.157 -18.337
C 26.478 -19.785 -17.628
C 25.877 -18.628 -18.475
C 26.764 -18.465 -19.736
N 26.408 -17.299 -20.732
C 27.581 -17.216 -21.796
C 28.483 -16.099 -21.268
C 27.529 -15.076 -20.780
C 26.375 -15.864 -20.119
C 25.041 -17.636 -21.430
H 26.445 -21.963 -17.604
H 27.269 -21.233 -18.994
H 25.500 -21.323 -18.924
H 27.444 -19.511 -17.203
H 25.771 -19.942 -16.812
H 25.860 -17.654 -17.985
H 24.873 -18.926 -18.777
H 26.760 -19.394 -20.306
H 27.794 -18.368 -19.393
H 27.123 -16.959 -22.751
H 28.167 -18.132 -21.873
H 29.205 -15.634 -21.939
H 28.968 -16.644 -20.459
H 27.126 -14.536 -21.637
H 28.022 -14.366 -20.116
H 25.401 -15.450 -20.382
H 26.423 -15.889 -19.031
H 25.379 -18.516 -21.978
H 24.704 -16.875 -22.134
H 24.317 -17.919 -20.665
C 24.578 -16.283 -10.654
C 24.808 -17.534 -11.548
C 23.363 -17.810 -12.041
C 22.839 -17.110 -13.354
C 24.062 -17.308 -14.386
C 25.361 -16.637 -13.905
N 25.788 -17.237 -12.658
O 27.128 -16.992 -12.271
C 25.079 -15.111 -13.622
C 26.292 -16.829 -15.076
C 25.237 -18.631 -10.678
H 23.815 -15.591 -11.008
H 25.483 -15.727 -10.412
H 24.176 -16.571 -9.682
H 22.721 -17.512 -11.212
H 23.174 -18.878 -12.146
H 22.545 -16.081 -13.150
H 22.026 -17.685 -13.797
H 23.732 -16.917 -15.349
H 24.151 -18.392 -14.456
H 25.993 -14.538 -13.466
H 24.512 -14.898 -12.716
H 24.650 -14.561 -14.461
H 26.421 -17.846 -15.445
H 27.264 -16.397 -14.837
H 25.946 -16.313 -15.972
H 25.611 -19.396 -11.358
H 24.488 -19.121 -10.056
H 26.037 -18.397 -9.976
C 32.357 -17.945 -16.940
C 31.034 -18.369 -16.252
C 30.209 -17.103 -15.699
S 30.471 -15.855 -17.024
O 30.737 -14.554 -16.460
O 29.404 -15.994 -17.994
C 32.029 -16.634 -17.722
H 32.833 -18.656 -17.616
H 33.153 -17.629 -16.265
H 31.248 -19.108 -15.479
H 30.427 -18.916 -16.974
H 30.612 -16.786 -14.737
H 29.132 -17.126 -15.537
H 32.818 -15.936 -17.443
H 31.915 -16.776 -18.797
C 20.692 -14.124 -10.098
C 19.770 -14.007 -11.345
C 18.533 -14.881 -11.159
S 18.617 -15.698 -9.542
O 18.429 -17.160 -9.683
O 17.898 -14.873 -8.585
C 20.402 -15.392 -9.308
H 20.332 -13.263 -9.534
H 21.775 -14.126 -10.229
H 20.223 -14.269 -12.301
H 19.462 -12.978 -11.535
H 18.640 -15.730 -11.834
H 17.524 -14.525 -11.367
H 21.000 -16.159 -9.801
H 20.606 -15.455 -8.239
C 25.912 -11.015 -8.336
C 25.452 -11.443 -9.680
C 25.166 -12.928 -9.697
S 24.543 -13.399 -8.026
O 25.302 -14.508 -7.461
O 23.100 -13.383 -8.023
C 25.181 -11.854 -7.218
H 26.030 -9.939 -8.206
H 26.931 -11.386 -8.221
H 26.051 -11.006 -10.478
H 24.525 -10.903 -9.871
H 26.130 -13.425 -9.811
H 24.442 -13.189 -10.469
H 25.769 -12.040 -6.320
H 24.294 -11.282 -6.949
C 22.649 -17.135 -4.461
C 23.433 -18.468 -4.353
C 23.611 -19.165 -5.698
S 23.815 -17.793 -6.927
O 22.865 -18.000 -8.026
O 25.253 -17.628 -7.171
C 23.217 -16.400 -5.741
H 22.669 -16.436 -3.625
H 21.598 -17.423 -4.477
H 22.929 -19.211 -3.735
H 24.346 -18.419 -3.761
H 22.667 -19.653 -5.941
H 24.482 -19.810 -5.814
H 22.459 -15.875 -6.321
H 24.107 -15.807 -5.530
C 26.244 -11.853 -18.708
C 27.272 -12.273 -17.567
C 26.536 -12.191 -16.163
S 24.923 -11.280 -16.501
O 24.855 -10.159 -15.567
O 23.854 -12.261 -16.681
C 25.419 -10.697 -18.142
H 25.639 -12.752 -18.831
H 26.776 -11.678 -19.643
H 28.149 -11.627 -17.616
H 27.721 -13.246 -17.768
H 27.033 -11.499 -15.483
H 26.260 -13.069 -15.579
H 26.097 -9.921 -17.786
H 24.634 -10.130 -18.642
C 20.676 -16.837 -17.117
C 20.855 -15.627 -16.125
C 21.995 -14.734 -16.676
S 22.589 -15.358 -18.368
O 23.607 -16.384 -18.347
O 22.583 -14.385 -19.426
C 21.029 -16.264 -18.518
H 19.628 -17.124 -17.033
H 21.368 -17.628 -16.831
H 21.089 -15.912 -15.100
H 19.921 -15.075 -16.020
H 22.919 -14.597 -16.113
H 21.504 -13.764 -16.761
H 21.052 -16.814 -19.459
H 20.255 -15.544 -18.783
C 27.866 -12.728 -12.302
C 28.778 -13.263 -13.484
C 29.710 -14.329 -12.797
S 30.064 -13.662 -11.156
O 31.422 -13.107 -11.058
O 29.651 -14.699 -10.200
C 28.795 -12.317 -11.150
H 27.198 -13.563 -12.092
H 27.280 -11.829 -12.497
H 29.259 -12.411 -13.963
H 28.264 -13.752 -14.313
H 30.579 -14.741 -13.309
H 29.060 -15.197 -12.690
H 29.433 -11.493 -11.471
H 28.389 -12.180 -10.148
C 26.170 -21.979 -8.165
C 27.294 -22.891 -8.623
C 28.509 -22.062 -9.059
S 28.551 -20.598 -7.919
O 28.763 -19.425 -8.748
O 29.423 -20.778 -6.749
C 26.776 -20.778 -7.383
H 25.392 -22.375 -7.512
H 25.626 -21.785 -9.090
H 27.013 -23.674 -9.328
H 27.518 -23.440 -7.709
H 28.199 -21.525 -9.956
H 29.467 -22.530 -9.285
H 26.323 -19.812 -7.609
H 26.709 -20.836 -6.296
O 21.988 -22.835 -12.395
C 22.944 -22.580 -13.111
O 22.863 -21.597 -14.075
C 24.155 -21.422 -14.648
C 24.850 -22.764 -14.439
C 24.349 -23.222 -13.128
H 24.641 -20.744 -13.947
H 24.139 -21.096 -15.688
H 25.937 -22.729 -14.379
H 24.674 -23.502 -15.221
H 24.781 -22.923 -12.173
H 24.319 -24.311 -13.178
O 19.734 -20.706 -10.188
C 20.527 -21.546 -9.822
O 20.070 -22.830 -9.658
C 21.244 -23.654 -9.338
C 22.223 -22.665 -8.681
C 21.968 -21.347 -9.389
H 21.663 -24.286 -10.121
H 20.897 -24.347 -8.572
H 23.281 -22.927 -8.685
H 22.046 -22.426 -7.632
H 22.695 -21.233 -10.194
H 22.054 -20.397 -8.861
Cl 18.368 -20.760 -14.513
C 19.771 -20.139 -13.509
C 19.341 -18.933 -12.622
Cl 18.834 -17.546 -13.639
H 20.555 -19.896 -14.226
H 20.154 -21.020 -12.993
H 20.117 -18.496 -11.993
H 18.519 -19.185 -11.952
Cl 30.560 -21.055 -11.746
C 29.788 -19.739 -12.690
C 28.626 -20.283 -13.543
Cl 29.232 -21.317 -14.852
H 30.638 -19.315 -13.225
H 29.572 -18.928 -11.994
H 28.058 -19.419 -13.890
H 27.942 -20.858 -12.917
Cl 24.106 -11.757 -12.882
C 22.518 -12.305 -13.496
C 21.661 -11.112 -13.933
Cl 19.930 -11.488 -14.117
H 22.001 -12.866 -12.718
H 22.681 -12.984 -14.332
H 21.950 -10.711 -14.905
H 21.633 -10.361 -13.143

Force components x, y, z for each atom (eV/Å):
0.164 -0.331 0.283
1.115 0.461 -0.011
-1.907 -0.005 -0.120
0.960 -0.176 -1.166
-0.490 0.325 0.114
0.361 0.027 -0.119
-0.392 0.699 -0.169
-0.126 -1.389 0.218
-0.928 0.291 0.582
-0.036 -0.064 -0.212
2.223 -0.942 0.492
0.204 0.018 -0.037
-0.072 -0.474 -0.163
-0.098 0.354 0.023
0.151 -0.301 -0.150
0.175 0.565 0.516
-0.253 -0.299 0.390
-0.113 0.253 0.168
-0.262 0.214 -0.373
0.108 0.662 -0.213
-0.114 -0.169 0.031
-0.671 -0.282 0.074
-0.001 -0.647 -0.232
0.621 0.817 0.347
0.024 0.180 0.004
-0.285 -0.018 0.152
0.054 -0.067 0.129
0.213 -0.338 -0.148
-0.743 -0.143 -0.261
0.239 0.192 0.429
0.056 0.387 -0.128
0.353 0.528 0.604
-1.787 2.795 -0.141
-1.068 -0.163 -0.983
2.675 -1.292 -0.020
-2.338 0.809 1.798
-1.877 0.959 -0.943
4.170 -0.007 2.017
-4.756 -0.831 -1.154
0.818 0.171 -0.264
1.413 0.567 -0.136
1.519 -2.077 0.280
0.200 0.068 -0.414
0.059 0.078 -0.455
0.028 -0.535 0.011
-0.039 -0.134 0.127
0.273 -0.235 -0.173
0.060 0.040 -0.336
-0.317 0.197 0.420
0.424 0.071 -0.160
0.363 -0.056 -0.182
0.504 -0.415 0.091
-0.232 -0.358 -0.354
-0.499 -0.442 -0.204
-0.030 -0.324 0.595
0.210 -0.131 -0.048
-0.393 0.392 0.251
0.275 -0.433 0.159
-0.545 0.521 -0.254
0.167 0.177 -0.244
-0.780 1.841 -0.160
-0.542 -0.043 0.309
1.385 -0.564 -0.823
1.226 -1.129 0.435
-0.115 -0.194 -0.110
-0.185 -0.085 -0.018
-0.087 0.215 0.796
-0.541 -0.321 0.126
-0.283 -0.440 0.532
-0.184 0.241 0.238
-0.144 0.142 -0.119
0.413 0.364 -0.247
-0.008 -0.720 -0.448
-0.194 0.341 -0.668
-0.107 0.266 0.135
-0.948 0.683 0.808
-0.174 0.180 -0.488
0.083 -1.685 -0.351
0.552 -1.085 -0.239
-0.168 2.378 0.370
0.322 -0.850 -0.374
-0.431 -0.440 -0.851
0.793 0.086 0.496
-0.129 0.638 -0.434
0.312 -0.420 0.084
0.151 0.137 0.452
-0.082 -0.105 0.038
0.227 0.571 0.432
-0.458 -0.620 0.141
0.005 0.529 -0.091
1.907 -1.743 1.700
-2.061 1.350 -0.465
0.468 -0.210 0.083
1.183 2.110 0.412
-0.473 0.017 -0.722
0.481 -0.476 -0.070
-1.034 1.285 -0.978
-0.718 -0.089 0.268
0.541 0.132 -0.153
0.523 -0.736 -0.083
-0.504 -0.177 -0.009
-0.126 -0.523 -0.133
0.154 -0.276 0.147
0.007 -0.283 -0.311
-0.228 -0.321 0.259
0.474 -0.275 -1.269
0.495 -0.723 1.529
-0.266 1.408 -0.648
-0.923 0.085 1.628
1.224 0.426 0.621
-0.775 -0.083 -0.410
-0.527 -1.717 -0.316
0.682 -0.339 0.206
-0.146 0.306 -0.854
-0.662 0.226 0.062
0.492 0.627 -0.554
0.205 -0.154 -0.350
-0.188 -0.001 0.195
0.212 0.214 0.110
-0.185 -0.018 -0.076
0.381 -0.992 1.055
-0.703 0.181 0.083
-0.506 1.314 -0.918
1.059 -0.194 -0.264
-0.600 -1.105 -0.856
0.351 0.594 0.724
0.893 0.423 1.199
-0.462 0.184 -0.371
-0.156 0.353 0.112
-0.237 0.416 0.411
-0.444 -0.295 0.079
0.129 -0.076 -0.066
0.161 -0.318 -0.578
0.379 0.252 -0.339
-0.235 -0.812 -0.275
0.324 0.886 -0.025
1.069 -0.750 -0.550
0.437 0.630 -0.179
-4.508 -0.884 0.229
1.127 0.307 0.770
1.004 0.657 0.205
-0.599 0.406 0.149
0.262 -0.505 -0.269
-0.255 -0.244 -0.073
0.055 -0.475 -0.165
0.131 0.216 -0.441
-0.248 -0.205 0.377
0.805 0.311 -0.781
0.369 -0.942 0.483
0.113 0.581 0.293
0.445 -0.263 -0.563
0.391 0.460 0.687
-1.114 0.573 -0.589
1.197 -0.090 0.869
-2.165 -0.792 -0.281
0.207 0.686 -0.377
1.354 -1.419 -0.986
-0.166 0.192 0.647
-0.190 -0.248 -0.679
0.591 -0.099 0.229
-0.444 -0.058 0.308
0.288 0.875 -0.005
-0.099 -0.079 0.635
-0.362 0.417 0.199
0.025 -0.105 -0.166
-0.332 0.906 -0.395
0.954 -1.175 2.040
-1.364 1.125 -0.135
0.816 -1.508 1.521
-0.502 0.201 0.129
-1.260 0.145 -1.634
0.277 0.660 -1.193
0.379 -0.775 0.001
-0.156 1.239 0.039
-0.114 0.386 -0.278
0.687 -0.361 -0.023
0.194 -0.033 -0.349
-0.124 -0.024 0.626
-0.099 0.012 -0.301
0.454 -0.566 -0.075
1.923 0.610 -1.219
-2.039 -0.740 0.844
-0.324 -0.770 0.353
0.933 -0.633 0.684
1.939 0.402 -0.674
-2.256 -0.660 0.344
0.410 0.714 -0.572
-0.370 0.192 0.278
0.180 0.610 -0.367
-0.526 0.117 0.004
0.685 0.220 -0.307
-0.480 0.034 0.669
1.217 -0.454 0.229
-2.172 0.869 -0.898
2.487 0.018 -0.381
-0.565 -0.002 2.063
0.807 0.816 0.581
-0.002 -0.317 -0.690
-0.268 0.737 -0.596
-0.088 -0.077 -0.066
-0.063 -0.409 -0.408
-0.604 -0.806 0.227
-0.512 -0.068 -0.681
-0.181 -0.266 0.520
0.644 0.399 0.518
-0.421 0.290 -0.148
0.147 -0.844 -0.224
-0.071 0.029 -0.315
-0.166 0.387 -0.026
-0.326 0.313 0.560
0.269 -0.575 -0.099
0.023 -0.034 -0.250
-0.136 0.017 0.032
0.684 -0.220 0.165
0.583 0.991 1.112
-0.288 0.157 -0.084
-0.336 -0.244 -0.737
-0.883 -0.336 0.125
0.056 -0.090 -0.552
0.197 -0.157 -0.038
-0.146 -0.144 -0.027
-0.934 -0.136 -0.427
0.081 0.312 0.300
-0.182 -0.670 -0.117
0.186 0.173 0.185
0.195 0.148 -0.017
0.365 0.089 0.371
0.511 0.117 -0.288

> Which of these has the highest 2S+1?

C64H126Cl6CsN2O21S8